Molecular formula: C19H26AsF6N2NaO9S3
Method: DFT, ωB97M-V/def2-TZVPD

```
67
Properties=species:S:1:pos:R:3:mulliken_charge:R:1
Na 2.076 -0.495 0.414 0.885
O 3.329 3.566 -0.317 -0.828
C 2.924 2.473 0.119 0.108
O 3.203 1.328 -0.329 -0.614
C 1.952 2.541 1.314 0.404
C 1.641 3.781 1.861 -0.530
C 0.754 3.835 2.923 -0.434
C 0.211 2.655 3.402 -0.665
C 0.574 1.455 2.805 0.407
N 1.424 1.407 1.779 0.301
C -0.018 0.118 3.320 -0.381
O -0.931 0.242 4.165 -0.861
O 0.420 -0.921 2.785 0.106
H 2.102 4.656 1.427 0.488
H 0.485 4.787 3.368 0.377
H -0.495 2.611 4.219 0.510
F 1.170 -3.137 4.576 -0.217
C 2.360 -2.841 4.076 0.685
F 2.638 -1.561 4.260 -0.218
F 3.281 -3.550 4.773 -0.280
S 2.516 -3.337 2.272 1.005
O 3.059 -2.176 1.606 -0.714
O 3.338 -4.515 2.327 -0.690
N 1.076 -3.763 1.852 -0.481
S 0.024 -3.169 0.888 1.130
O 0.475 -2.086 0.049 -0.440
O -1.296 -3.102 1.443 -0.734
C -0.126 -4.552 -0.294 0.506
F 1.036 -4.805 -0.909 -0.240
F -1.031 -4.241 -1.241 -0.214
F -0.534 -5.680 0.301 -0.242
O -2.590 1.536 0.086 -0.820
S -2.063 0.225 0.619 0.984
C -3.157 -0.277 1.976 -1.002
C -4.409 -0.854 1.339 -0.765
C -3.886 -1.803 0.264 -0.574
C -2.811 -1.034 -0.495 -0.450
H -3.291 0.612 2.590 0.594
H -2.588 -1.007 2.558 0.287
H -4.999 -0.050 0.889 0.285
H -5.039 -1.367 2.070 0.387
H -4.671 -2.159 -0.410 0.407
H -3.434 -2.669 0.744 0.177
H -3.235 -0.401 -1.278 0.630
H -2.025 -1.658 -0.913 -0.343
C -0.369 3.780 -2.945 -1.469
C 0.028 2.948 -1.732 -0.162
As 0.492 1.073 -2.085 0.520
C 1.986 1.374 -3.337 -0.742
C 2.916 0.169 -3.425 -1.125
C -0.922 0.626 -3.384 -0.773
C -0.815 -0.830 -3.831 -1.146
H -0.527 4.826 -2.666 0.436
H -1.297 3.419 -3.392 0.286
H 0.405 3.762 -3.716 0.276
H -0.772 2.916 -0.990 0.342
H 0.914 3.367 -1.252 0.129
H 2.533 2.226 -2.927 0.408
H 1.591 1.652 -4.319 0.508
H 3.355 -0.020 -2.445 0.215
H 3.738 0.349 -4.125 0.368
H 2.391 -0.733 -3.751 0.222
H -0.875 1.301 -4.243 0.563
H -1.870 0.810 -2.871 0.419
H 0.096 -0.995 -4.411 0.352
H -1.662 -1.132 -4.454 0.363
H -0.772 -1.503 -2.971 0.084
```

Computed properties:
E_tot: -5718.3066 a.u.
HOMO-LUMO gap: 7.2 eV
Lowest unoccupied orbital energy: 4.00 eV
ΔE to the lowest compared entry with this formula, charge and spin: 49.5 kJ/mol
Highest occupied orbital energy: -3.19 eV
Net charge: -2
Maximum force: 0.015 hartree/bohr